[1]
C12H5Cl6MnN2O8 | wB97M-V/def2-TZVPD

Each line ends with the Löwdin spin population.
Cartesian coordinates (Å):
1 Mn -0.6680 -0.0030 0.1648  3.965
2 C 0.3110 3.7503 -1.0615  0.000
3 C -0.8833 3.3567 -0.2734  0.009
4 N -1.1894 2.1394 0.1311  0.049
5 C -2.3753 2.2318 0.8231  0.005
6 C -2.7909 3.5283 0.8419  0.000
7 N -1.8382 4.2169 0.1381  0.004
8 C -3.9498 4.2680 1.4106  0.000
9 O -4.8333 3.5671 2.0875  0.000
10 O -4.0312 5.4561 1.2174  0.000
11 C -2.9496 1.0125 1.4263  0.008
12 O -3.9883 1.0565 2.0658  0.007
13 O -2.2349 -0.0596 1.2554  0.021
14 H 1.0255 2.9314 -1.0704  0.000
15 H 0.7910 4.6244 -0.6223  0.000
16 H 0.0261 3.9947 -2.0862  0.000
17 H -1.8875 5.2152 -0.0092  0.000
18 H -4.5821 2.6008 2.1387  0.000
19 Cl -1.9257 -3.0169 0.4276  0.012
20 C -2.0218 -2.2904 -1.1371  0.004
21 C -1.4403 -1.0489 -1.3331  -0.140
22 C -1.3914 -0.5236 -2.6124  0.001
23 Cl -0.5537 0.9747 -2.8760  0.009
24 C -1.9798 -1.1814 -3.6880  -0.010
25 Cl -1.9278 -0.5003 -5.2627  -0.006
26 C -2.6117 -2.4051 -3.4666  0.021
27 Cl -3.3578 -3.2275 -4.7729  0.008
28 C -2.6231 -2.9720 -2.1913  -0.009
29 Cl -3.3581 -4.4990 -1.9276  -0.005
30 O 2.9511 -0.6292 1.2957  -0.002
31 Cl 1.9651 0.2003 0.7335  0.008
32 O 2.4880 1.3944 0.1676  0.003
33 O 0.8769 0.4962 1.6891  0.024
34 O 1.1996 -0.5701 -0.3293  0.013

Calculated values
Energy = -5083.72978 Ha
Spin multiplicity = 5
⟨S²⟩ = 6.12
Max |F| = 0.012 Eh/bohr
HOMO energy (spin up / spin down) = -9.756 / -9.733 eV
Relative energy (zero: lowest compared OMol25 entry of this formula, charge and spin) = 17.9 kJ/mol
Lowest unoccupied orbital energy (spin up / spin down) = -2.46 / -1.20 eV

[2]
C40H52F3N2O6P2PtS2 | wB97M-V/def2-TZVPD

Each line ends with the Löwdin spin population.
Cartesian coordinates (Å):
1 Pt -1.0463 -0.0738 -0.6119  0.707
2 C -2.7619 5.0693 3.1931  0.000
3 C -2.4226 5.1997 1.7228  0.000
4 C -1.1203 5.9476 1.5011  0.000
5 O -2.4605 3.8452 1.1601  0.000
6 P -1.4080 2.9658 0.4019  0.002
7 O -2.0635 1.6258 0.2342  0.005
8 C 0.0878 2.9384 1.4097  -0.001
9 P 0.9559 1.3683 1.7200  0.011
10 O 0.2393 0.1040 1.4007  0.113
11 O 1.2053 1.3824 3.2772  0.005
12 C 1.9247 2.4417 3.9795  0.002
13 C 0.9934 2.9805 5.0433  0.000
14 C 3.1980 1.8717 4.5613  0.000
15 O 2.3319 1.6470 1.0108  0.000
16 C 3.4414 0.6773 1.0575  0.000
17 C 4.6999 1.4907 0.8542  0.000
18 C 3.2761 -0.4070 0.0133  0.001
19 O -0.9875 3.7145 -0.9047  0.001
20 C -1.9798 3.9510 -1.9735  0.000
21 C -1.9025 2.8498 -3.0077  0.003
22 C -1.6596 5.3101 -2.5586  0.000
23 H -2.9717 6.0507 3.6200  0.000
24 H -1.9256 4.6267 3.7429  0.000
25 H -3.6385 4.4349 3.3209  0.000
26 H -3.2297 5.7175 1.2093  0.000
27 H -0.3133 5.5305 2.1098  0.000
28 H -1.2645 6.9838 1.8087  0.000
29 H -0.8139 5.9433 0.4580  0.000
30 H -0.2364 3.2916 2.3911  0.000
31 H 0.8027 3.6488 0.9923  0.000
32 H 2.1734 3.2319 3.2638  0.000
33 H 0.7300 2.1850 5.7422  0.000
34 H 0.0711 3.3654 4.6026  0.000
35 H 1.4789 3.7868 5.5939  0.000
36 H 2.9662 1.0313 5.2181  0.000
37 H 3.7123 2.6398 5.1405  0.000
38 H 3.8714 1.5255 3.7786  0.000
39 H 3.4367 0.2199 2.0490  0.000
40 H 4.6319 2.0350 -0.0908  0.000
41 H 5.5661 0.8284 0.8172  0.000
42 H 4.8455 2.2131 1.6598  0.000
43 H 3.3113 0.0160 -0.9917  0.000
44 H 2.3259 -0.9277 0.1355  0.002
45 H 4.0911 -1.1250 0.1267  0.000
46 H -2.9689 3.9566 -1.5136  0.000
47 H -0.9117 2.8233 -3.4631  0.000
48 H -2.6498 3.0399 -3.7785  0.000
49 H -2.1004 1.8754 -2.5656  0.005
50 H -0.5943 5.3656 -2.7918  0.000
51 H -1.9160 6.1227 -1.8774  0.000
52 H -2.2266 5.4513 -3.4789  0.000
53 S -0.0758 -1.9094 -1.5181  0.110
54 C -0.9918 -3.2056 -0.7988  0.204
55 N -0.5892 -4.4748 -1.0237  0.163
56 C -1.5281 -5.5393 -0.6976  0.012
57 C -2.1004 -5.2652 0.6694  0.014
58 N -2.7307 -3.9466 0.6717  0.197
59 C -4.0755 -3.8684 1.2601  0.015
60 C -5.1009 -4.5629 0.3883  0.009
61 C -5.7567 -5.6999 0.8442  0.002
62 C -6.6710 -6.3615 0.0315  0.000
63 C -6.9272 -5.8932 -1.2481  0.001
64 C -6.2753 -4.7542 -1.7106  0.000
65 C -5.3666 -4.0929 -0.8975  0.001
66 C -2.1630 -2.9559 -0.0420  0.205
67 S -2.8744 -1.3556 -0.0017  0.134
68 C 0.6977 -4.8466 -1.6256  0.014
69 C 1.4644 -5.7844 -0.7202  0.006
70 C 1.7985 -7.0680 -1.1328  0.002
71 C 2.4749 -7.9287 -0.2746  0.000
72 C 2.8133 -7.5084 1.0024  0.001
73 C 2.4870 -6.2217 1.4187  0.000
74 C 1.8171 -5.3632 0.5602  0.001
75 H -1.0069 -6.4922 -0.7107  0.000
76 H -2.3355 -5.5637 -1.4357  0.004
77 H -1.3033 -5.2964 1.4178  0.005
78 H -2.8501 -6.0116 0.9237  0.001
79 H -4.3243 -2.8223 1.4105  0.001
80 H -4.0318 -4.3505 2.2362  0.004
81 H -5.5606 -6.0683 1.8469  0.000
82 H -7.1795 -7.2440 0.4002  0.000
83 H -7.6379 -6.4077 -1.8831  0.000
84 H -6.4790 -4.3781 -2.7061  0.000
85 H -4.8673 -3.2005 -1.2637  0.001
86 H 1.2702 -3.9375 -1.7875  0.000
87 H 0.5253 -5.3091 -2.6000  0.006
88 H 1.5310 -7.3955 -2.1326  0.000
89 H 2.7326 -8.9279 -0.6046  0.000
90 H 3.3336 -8.1801 1.6746  0.000
91 H 2.7581 -5.8877 2.4128  0.000
92 H 1.5656 -4.3555 0.8811  0.000
93 F 4.7758 5.3487 -5.7248  0.000
94 C 5.1306 5.0718 -4.4563  0.000
95 F 6.3314 4.4654 -4.5100  0.000
96 F 5.2971 6.2419 -3.8188  0.000
97 C 4.1087 4.2001 -3.7843  -0.001
98 C 3.8326 2.9538 -4.3318  0.000
99 C 2.8862 2.1362 -3.7411  -0.001
100 C 2.1997 2.5578 -2.5961  0.000
101 C 2.4982 3.8075 -2.0524  -0.001
102 C 3.4481 4.6272 -2.6442  0.000
103 C 1.1993 1.7135 -2.0037  0.003
104 C 0.3549 0.9983 -1.5222  0.030
105 H 4.3574 2.6271 -5.2217  0.000
106 H 2.6647 1.1622 -4.1592  0.000
107 H 1.9782 4.1399 -1.1620  0.000
108 H 3.6767 5.5956 -2.2204  0.000

Calculated values
Energy = -4014.36623 Ha
Spin multiplicity = 3
Net charge = +1
⟨S²⟩ = 2.01
Max |F| = 0.008 Eh/bohr
HOMO energy (spin up / spin down) = -9.178 / -10.469 eV
Relative energy (zero: lowest compared OMol25 entry of this formula, charge and spin) = 0.0 kJ/mol
Lowest unoccupied orbital energy (spin up / spin down) = -2.10 / -4.47 eV

[3]
C20H34N6O2S2 | wB97M-V/def2-TZVPD

Each line ends with the Mulliken charge.
Cartesian coordinates (Å):
1 C 0.3578 3.9746 6.5291  -0.981
2 S 0.7624 2.4098 5.7485  0.478
3 O -0.5195 1.8671 5.2330  -0.581
4 C 1.6806 3.1155 4.3798  -0.739
5 H -0.3935 4.4981 5.9449  0.322
6 H 1.2718 4.5806 6.5491  0.362
7 H 0.0860 3.8127 7.5681  0.322
8 H 2.6854 3.3066 4.7494  0.396
9 H 1.1982 4.0068 3.9745  0.306
10 H 1.6796 2.3956 3.5611  0.091
11 C -2.5263 -1.8189 -1.7879  -0.721
12 S -2.5767 -2.4958 -3.4353  0.599
13 O -3.5255 -3.6309 -3.4042  -0.689
14 C -3.4202 -1.1183 -4.2132  -0.992
15 H -2.1898 -2.5662 -1.0735  0.182
16 H -3.5501 -1.5647 -1.4969  0.499
17 H -1.8556 -0.9624 -1.7596  0.110
18 H -3.7569 -1.4215 -5.1989  0.354
19 H -2.7809 -0.2392 -4.2594  0.338
20 H -4.2987 -0.9260 -3.5917  0.301
21 C -4.4005 2.6105 0.3524  -0.857
22 C -3.1293 2.0436 -0.0389  0.354
23 N -2.0958 1.6089 -0.2899  -0.316
24 H -4.6310 3.5054 -0.2176  0.289
25 H -4.3338 2.8479 1.4158  0.257
26 H -5.2263 1.9140 0.2266  0.273
27 C 0.1904 -5.3519 -2.1012  -0.810
28 C 0.4037 -4.1204 -1.3294  0.319
29 N 0.5714 -3.1702 -0.7221  -0.317
30 H 0.9836 -5.4173 -2.8416  0.269
31 H -0.7794 -5.2858 -2.5938  0.255
32 H 0.1913 -6.2018 -1.4266  0.303
33 C 0.8297 -0.1281 0.1836  0.088
34 C 1.3017 1.2121 0.5274  0.130
35 N 1.6094 2.2611 0.7955  -0.502
36 H -0.2108 -0.1702 0.5078  -0.114
37 H 1.3766 -0.9130 0.6923  0.492
38 H 0.8836 -0.2672 -0.8921  -0.060
39 C 4.6442 3.7636 -0.5041  -0.384
40 C 5.5964 3.1730 -1.4394  0.302
41 N 6.3280 2.7400 -2.1986  -0.382
42 H 4.2529 4.6719 -0.9591  0.248
43 H 5.1096 3.9663 0.4549  0.267
44 H 3.7972 3.0943 -0.3324  -0.039
45 N -0.8904 -3.1152 4.5755  0.010
46 C -0.9898 -3.4246 3.2282  -0.996
47 C -0.9505 -2.2489 2.5428  0.183
48 C -0.8776 -1.2007 3.4969  -0.492
49 C -0.8281 -1.7677 4.7466  -0.618
50 H -1.0023 -3.7674 5.3248  0.190
51 H -1.1175 -4.4513 2.9318  0.386
52 H -0.9817 -2.2153 1.4665  0.329
53 H -0.7978 -0.1361 3.3422  0.572
54 H -0.8812 -1.3291 5.7250  0.446
55 N 1.0088 -0.7939 -5.4653  0.035
56 C 0.8302 -0.3865 -4.1648  -0.460
57 C 1.9362 0.3518 -3.8217  -0.116
58 C 2.8472 0.3317 -4.9284  -0.745
59 C 2.2330 -0.3642 -5.9424  -0.457
60 H 0.3894 -1.3822 -5.9854  0.195
61 H -0.1006 -0.5300 -3.6493  0.262
62 H 2.1938 0.7480 -2.8511  0.443
63 H 3.8317 0.7553 -4.9396  0.430
64 H 2.5562 -0.6839 -6.9187  0.380

Calculated values
Energy = -2057.74318 Ha
Max |F| = 0.062 Eh/bohr
HOMO energy = -7.965 eV
Lowest unoccupied orbital energy = 0.50 eV

[4]
C49H56N4OsP2S2Si2 | wB97M-V/def2-TZVPD

Each line ends with the Mulliken charge.
Cartesian coordinates (Å):
1 Os -0.2217 -0.4390 -0.0151  3.065
2 C -2.3413 -2.4606 -2.5198  -1.122
3 Si -2.4859 -2.9122 -0.7219  0.318
4 C -2.1793 -4.7478 -0.5232  -1.212
5 C -4.1794 -2.4170 -0.1298  -0.901
6 N -1.2719 -2.0223 0.2600  0.209
7 P -0.9751 -2.0674 1.9542  1.085
8 C -0.4337 -0.4906 2.1504  -1.940
9 P -1.1723 1.0166 2.0611  1.736
10 N -1.1365 1.1811 0.3639  -0.223
11 Si -1.6694 2.4860 -0.7697  0.251
12 C -2.5533 1.6823 -2.2013  -0.229
13 C -2.8203 3.6794 0.0905  -1.001
14 C -0.0930 3.3482 -1.2521  -0.651
15 C -0.1711 2.3156 2.7826  -0.133
16 C 1.1076 2.0127 3.2427  -0.648
17 C 1.9205 3.0238 3.7358  -0.877
18 C 1.4603 4.3315 3.7686  -0.609
19 C 0.1830 4.6382 3.3138  -0.978
20 C -0.6337 3.6341 2.8234  -0.064
21 C -2.8613 1.2445 2.6138  -0.187
22 C -3.8806 0.7512 1.7961  0.379
23 C -5.1921 0.7745 2.2312  -0.828
24 C -5.4917 1.2821 3.4916  -0.728
25 C -4.4831 1.7673 4.3106  -0.833
26 C -3.1642 1.7549 3.8736  -0.267
27 C -2.3130 -2.7489 2.9342  0.534
28 C -3.0666 -1.9338 3.7744  -0.285
29 C -4.1152 -2.4721 4.5062  -0.621
30 C -4.4156 -3.8212 4.3958  -0.676
31 C -3.6502 -4.6456 3.5785  -0.881
32 C -2.5925 -4.1163 2.8609  -0.355
33 C 0.3755 -3.2487 2.1701  0.286
34 C 1.0908 -3.7805 1.1019  -0.218
35 C 2.1517 -4.6463 1.3364  -1.025
36 C 2.5038 -4.9772 2.6357  -0.617
37 C 1.7951 -4.4448 3.7063  -0.740
38 C 0.7337 -3.5872 3.4750  -0.699
39 H -3.1257 -3.0249 -3.0346  0.451
40 H -1.3893 -2.7500 -2.9672  0.265
41 H -2.5252 -1.4039 -2.7231  0.147
42 H -2.1302 -5.2176 -1.5080  0.519
43 H -2.9933 -5.2259 0.0242  0.372
44 H -1.2457 -4.9772 -0.0089  0.258
45 H -4.9246 -3.0693 -0.5929  0.545
46 H -4.4158 -1.3932 -0.4321  0.235
47 H -4.2942 -2.4968 0.9534  0.224
48 H -3.0680 0.7660 -1.8976  0.013
49 H -1.8916 1.4513 -3.0365  -0.431
50 H -3.3143 2.3725 -2.5733  0.670
51 H -3.5691 4.0180 -0.6289  0.530
52 H -2.2760 4.5612 0.4327  0.342
53 H -3.3640 3.2610 0.9375  0.188
54 H 0.5848 2.6701 -1.7760  -0.158
55 H 0.4095 3.7247 -0.3564  0.348
56 H -0.2911 4.1951 -1.9120  0.466
57 H 1.4381 0.9810 3.2319  0.434
58 H 2.9079 2.7869 4.1099  0.493
59 H 2.0918 5.1168 4.1631  0.431
60 H -0.1782 5.6572 3.3555  0.464
61 H -1.6350 3.8734 2.4925  0.564
62 H -3.6381 0.3418 0.8211  0.070
63 H -5.9820 0.3941 1.5967  0.461
64 H -6.5180 1.3008 3.8344  0.433
65 H -4.7214 2.1603 5.2900  0.457
66 H -2.3777 2.1271 4.5175  0.543
67 H -2.8264 -0.8857 3.8747  0.293
68 H -4.6921 -1.8372 5.1657  0.498
69 H -5.2357 -4.2399 4.9641  0.425
70 H -3.8687 -5.7035 3.5174  0.475
71 H -1.9741 -4.7689 2.2583  0.561
72 H 0.8130 -3.5330 0.0852  0.421
73 H 2.6925 -5.0761 0.5027  0.505
74 H 3.3243 -5.6589 2.8173  0.432
75 H 2.0661 -4.7061 4.7204  0.463
76 H 0.1792 -3.1803 4.3133  0.437
77 S 0.0175 -0.3622 -2.4554  0.008
78 C 1.6586 -0.2626 -2.7065  -0.845
79 N 2.1788 -0.0611 -3.9107  0.276
80 C 3.6183 0.1496 -4.0659  -0.629
81 C 4.3661 -0.7953 -3.1691  -0.649
82 N 3.8602 -0.6849 -1.7920  0.119
83 C 4.8880 -0.9141 -0.7431  -1.421
84 C 5.8368 0.2554 -0.6818  0.736
85 C 5.3876 1.4944 -0.2296  -0.174
86 C 6.2544 2.5739 -0.1943  -0.794
87 C 7.5737 2.4209 -0.6047  -0.469
88 C 8.0259 1.1882 -1.0480  -0.670
89 C 7.1567 0.1059 -1.0893  -0.263
90 C 2.6163 -0.4261 -1.5479  0.809
91 S 2.0391 -0.3302 0.0862  -0.695
92 C 1.3080 0.0828 -5.0857  -1.876
93 C 0.5224 1.3778 -5.1275  1.105
94 C 1.0705 2.5788 -4.6964  0.067
95 C 0.3492 3.7588 -4.8150  -0.756
96 C -0.9217 3.7446 -5.3697  -0.486
97 C -1.4724 2.5462 -5.8028  -0.674
98 C -0.7555 1.3663 -5.6762  -0.554
99 H 3.8710 1.1881 -3.8345  0.234
100 H 3.8854 -0.0405 -5.1025  0.484
101 H 5.4225 -0.5347 -3.1471  0.492
102 H 4.2614 -1.8362 -3.4847  0.317
103 H 5.4116 -1.8267 -1.0304  0.498
104 H 4.3812 -1.0901 0.2019  0.504
105 H 4.3640 1.6136 0.1100  0.450
106 H 5.9065 3.5338 0.1633  0.448
107 H 8.2509 3.2636 -0.5699  0.407
108 H 9.0549 1.0650 -1.3573  0.411
109 H 7.5155 -0.8614 -1.4237  0.423
110 H 0.6211 -0.7652 -5.0971  0.377
111 H 1.9523 -0.0017 -5.9602  0.602
112 H 2.0676 2.6112 -4.2716  0.263
113 H 0.7877 4.6913 -4.4843  0.465
114 H -1.4784 4.6665 -5.4742  0.448
115 H -2.4622 2.5296 -6.2398  0.425
116 H -1.1912 0.4315 -6.0106  0.424

Calculated values
Energy = -4268.26038 Ha
Net charge = +2
Max |F| = 0.006 Eh/bohr
HOMO energy = -12.360 eV
Relative energy (zero: lowest compared OMol25 entry of this formula, charge and spin) = 0.0 kJ/mol
Lowest unoccupied orbital energy = -6.71 eV

[5]
C2H2F2OS | wB97M-V/def2-TZVPD

Each line ends with the Mulliken charge.
Cartesian coordinates (Å):
1 C -0.9225 0.4284 -0.7806  -0.294
2 C 0.5822 0.6065 -0.6422  0.457
3 O -3.2210 0.3374 0.0811  -0.463
4 F 1.0296 0.1406 0.6719  -0.293
5 F 0.9836 1.8893 -0.6580  -0.199
6 S -1.9051 -0.2571 0.2520  0.387
7 H -1.6107 2.0049 -1.5020  0.254
8 H 1.2726 -0.0911 -1.2280  0.151

Calculated values
Energy = -750.37579 Ha
Max |F| = 0.097 Eh/bohr
HOMO energy (spin up / spin down) = -10.440 / -10.441 eV
Relative energy (zero: lowest compared OMol25 entry of this formula, charge and spin) = 472.4 kJ/mol
Lowest unoccupied orbital energy (spin up / spin down) = -1.45 / -1.45 eV